1.
C36H66O33 | the ωB97M-V functional and the def2-TZVPD basis

Atoms and positions in Å:
C1 -0.456 0.713 -5.105
C2 0.280 0.192 -3.857
C3 -0.414 -1.013 -3.163
O1 0.271 -2.065 -3.707
C4 1.553 -1.711 -4.055
O2 2.490 -2.477 -4.063
O3 1.537 -0.359 -4.312
H1 0.131 1.540 -5.504
H2 -1.499 0.942 -4.888
H3 -0.578 0.028 -5.945
H4 0.597 0.918 -3.108
H5 -1.464 -1.189 -3.396
H6 -0.212 -1.115 -2.097
C5 5.080 0.154 -3.100
C6 5.982 -0.951 -3.708
C7 5.478 -1.338 -5.096
O4 6.509 -0.812 -5.890
C8 7.597 -0.548 -5.177
O5 8.709 -0.239 -5.619
O6 7.262 -0.466 -3.880
H7 4.722 0.843 -3.864
H8 5.722 0.863 -2.577
H9 4.204 -0.299 -2.636
H10 6.008 -1.841 -3.080
H11 4.540 -0.848 -5.359
H12 5.300 -2.413 -5.112
C9 0.111 -4.065 4.759
C10 -0.941 -4.392 3.681
C11 -0.874 -3.499 2.527
O7 -1.025 -4.373 1.448
C12 -0.691 -5.645 1.835
O8 -0.582 -6.633 1.139
O9 -0.592 -5.631 3.113
H13 1.091 -4.310 4.350
H14 0.021 -4.593 5.708
H15 0.137 -2.994 4.959
H16 -1.952 -4.318 4.082
H17 0.042 -2.910 2.494
H18 -1.750 -2.868 2.376
C13 -0.939 -0.928 7.999
O10 -1.177 -1.179 6.648
C14 -1.649 -0.123 5.845
O11 -1.759 1.091 6.279
O12 -1.987 -0.572 4.671
C15 -2.437 0.303 3.704
H19 -0.438 -1.817 8.380
H20 -1.789 -0.649 8.622
H21 -0.172 -0.164 8.124
H22 -2.299 -0.208 2.751
H23 -1.800 1.188 3.712
H24 -3.510 0.438 3.839
C16 1.435 4.792 2.270
O13 2.197 4.417 1.125
C17 2.780 3.239 1.049
O14 2.852 2.348 1.932
O15 3.442 3.177 -0.056
C18 4.461 2.282 -0.278
H25 0.653 5.549 2.200
H26 2.090 5.319 2.964
H27 1.072 3.853 2.689
H28 4.984 2.719 -1.129
H29 4.099 1.295 -0.567
H30 5.047 2.149 0.632
C19 -1.525 -4.493 -2.872
O16 -2.752 -4.319 -2.153
C20 -2.951 -5.025 -1.082
O17 -2.458 -6.106 -0.747
O18 -3.978 -4.455 -0.412
C21 -4.605 -5.072 0.759
H31 -1.351 -5.522 -3.189
H32 -0.745 -4.075 -2.236
H33 -1.356 -3.811 -3.705
H34 -5.661 -4.863 0.929
H35 -3.973 -4.711 1.570
H36 -4.548 -6.139 0.543
C22 -3.179 -1.211 -0.362
O19 -3.922 -0.206 -0.912
C23 -3.289 0.907 -1.523
O20 -2.135 1.180 -1.612
O21 -4.289 1.697 -1.885
C24 -3.975 3.049 -2.423
H37 -2.226 -0.917 0.078
H38 -2.996 -1.924 -1.166
H39 -3.791 -1.666 0.416
H40 -4.940 3.406 -2.783
H41 -3.265 2.967 -3.246
H42 -3.620 3.656 -1.590
C25 -3.310 5.769 1.511
O22 -3.235 4.396 1.705
C26 -4.166 3.492 1.486
O23 -4.055 2.317 1.760
O24 -5.186 4.033 0.962
C27 -6.351 3.298 0.672
H43 -2.567 6.239 2.155
H44 -4.304 6.139 1.763
H45 -3.090 5.949 0.459
H46 -6.583 2.624 1.497
H47 -6.303 2.704 -0.240
H48 -7.167 4.013 0.563
C28 1.965 -1.784 -0.544
O25 1.669 -0.371 -0.493
C29 0.575 0.035 0.302
O26 -0.042 -0.715 1.032
O27 0.237 1.284 0.114
C30 -0.848 1.836 0.951
H49 1.112 -2.453 -0.662
H50 2.403 -2.028 0.424
H51 2.686 -2.141 -1.279
H52 -1.642 1.115 1.143
H53 -1.275 2.712 0.462
H54 -0.550 2.127 1.959
C31 4.126 -4.139 5.399
O28 3.377 -2.909 5.503
C32 3.276 -2.074 4.463
O29 3.905 -2.150 3.371
O30 2.356 -1.170 4.648
C33 1.863 -0.369 3.541
H55 3.937 -4.680 4.472
H56 3.834 -4.772 6.237
H57 5.192 -3.911 5.417
H58 2.794 0.157 3.331
H59 1.068 0.302 3.867
H60 1.499 -0.931 2.681
C34 -0.275 3.605 -3.135
O31 -0.597 4.921 -3.568
C35 -0.202 5.446 -4.684
O32 -0.435 6.605 -5.000
O33 0.436 4.527 -5.501
C36 1.010 4.937 -6.747
H61 -1.130 2.934 -3.216
H62 -0.097 3.712 -2.065
H63 0.551 3.031 -3.553
H64 0.261 5.159 -7.506
H65 1.736 4.173 -7.026
H66 1.570 5.861 -6.601

## Properties
Multiplicity: 2
M: 1026.89 g mol⁻¹
LUMO level (spin up / spin down): -2.27 / -9.46 eV
Frontier orbital gap (spin up / spin down): 9.584 / 2.401 eV
Max |F|: 6.02 eV Å⁻¹
HOMO (spin up / spin down): -11.86 / -11.86 eV
Net charge: +1

=====

2.
C36H67BrN2O12 | the ωB97M-V functional and the def2-TZVPD basis

Atoms and positions in Å:
C1 5.288 6.340 2.721
C2 4.738 5.222 1.834
C3 3.291 5.481 1.393
C4 2.546 4.152 1.215
C5 1.666 4.134 -0.033
C6 1.866 3.659 2.499
C7 1.214 2.391 2.261
N1 0.729 1.388 1.933
C8 0.924 4.652 3.255
Br1 1.941 5.632 4.625
C9 -0.039 3.880 4.026
N2 -0.829 3.216 4.583
C10 0.101 5.570 2.375
C11 -0.792 6.552 3.131
C12 -1.928 7.014 2.199
H1 5.852 7.059 2.149
H2 5.947 5.914 3.464
H3 4.491 6.812 3.273
H4 5.307 5.178 0.919
H5 4.817 4.257 2.315
H6 2.794 6.195 2.030
H7 3.319 5.929 0.408
H8 3.332 3.431 1.029
H9 1.213 5.105 -0.186
H10 0.854 3.421 0.019
H11 2.270 3.940 -0.908
H12 2.666 3.429 3.191
H13 -0.537 4.928 1.778
H14 0.709 6.131 1.688
H15 -0.202 7.430 3.344
H16 -1.200 6.128 4.034
H17 -2.089 8.079 2.247
H18 -2.828 6.445 2.376
H19 -1.638 6.802 1.177
O1 6.828 2.401 2.835
C13 6.180 1.469 3.222
O2 5.247 0.961 2.395
C14 4.539 -0.259 2.649
C15 3.335 -0.039 3.542
C16 6.304 0.932 4.627
H20 5.214 -1.022 3.038
H21 4.207 -0.604 1.670
H22 3.628 0.325 4.527
H23 2.780 -0.968 3.670
H24 2.670 0.705 3.103
H25 5.702 1.551 5.291
H26 7.346 1.004 4.927
H27 6.003 -0.108 4.736
O3 3.304 4.145 -2.767
C17 3.966 3.192 -2.466
O4 3.965 2.786 -1.186
C18 4.574 1.572 -0.732
C19 6.045 1.758 -0.430
C20 4.853 2.491 -3.468
H28 4.386 0.756 -1.432
H29 4.045 1.325 0.186
H30 6.611 2.028 -1.323
H31 6.472 0.848 -0.014
H32 6.171 2.562 0.292
H33 5.793 3.035 -3.541
H34 4.356 2.513 -4.434
H35 5.059 1.450 -3.229
O5 -0.332 -4.630 1.373
C21 -1.021 -3.697 1.690
O6 -0.482 -2.471 1.696
C22 -1.257 -1.275 1.876
C23 -1.478 -0.969 3.340
C24 -2.449 -3.882 2.146
H36 -2.194 -1.335 1.319
H37 -0.673 -0.479 1.424
H38 -2.049 -1.754 3.831
H39 -2.018 -0.029 3.456
H40 -0.521 -0.888 3.856
H41 -2.450 -4.145 3.202
H42 -2.883 -4.702 1.577
H43 -3.082 -3.012 2.002
O7 -3.896 -3.582 -4.603
C25 -3.019 -4.236 -4.111
O8 -3.050 -4.467 -2.787
C26 -2.159 -5.377 -2.131
C27 -0.843 -4.726 -1.766
C28 -1.851 -4.738 -4.926
H44 -2.025 -6.280 -2.727
H45 -2.681 -5.677 -1.223
H46 -0.299 -4.396 -2.653
H47 -0.215 -5.420 -1.212
H48 -1.015 -3.847 -1.148
H49 -1.115 -3.941 -5.013
H50 -2.215 -4.995 -5.918
H51 -1.373 -5.627 -4.523
O9 -2.279 -7.035 -7.881
C29 -2.936 -6.517 -8.738
O10 -2.310 -5.811 -9.698
C30 -2.978 -5.298 -10.851
C31 -3.620 -3.953 -10.580
C32 -4.446 -6.567 -8.717
H52 -3.690 -6.026 -11.242
H53 -2.199 -5.188 -11.604
H54 -4.394 -4.023 -9.817
H55 -4.070 -3.556 -11.490
H56 -2.873 -3.246 -10.221
H57 -4.811 -5.785 -8.052
H58 -4.747 -7.534 -8.322
H59 -4.912 -6.454 -9.693
O11 -4.305 -2.179 4.448
C33 -5.486 -2.286 4.277
O12 -5.952 -3.394 3.674
C34 -7.343 -3.705 3.570
C35 -7.981 -3.044 2.366
C36 -6.444 -1.177 4.643
H60 -7.862 -3.465 4.499
H61 -7.384 -4.787 3.460
H62 -7.941 -1.957 2.436
H63 -9.025 -3.344 2.275
H64 -7.453 -3.330 1.457
H65 -6.458 -0.447 3.835
H66 -6.075 -0.696 5.545
H67 -7.460 -1.511 4.842

## Properties
M: 799.84 g mol⁻¹
LUMO level: 0.33 eV
SMILES: CCC[C@H](C)[C@H](C#N)[C@](Br)(C#N)CCC.CCOC(C)=O.CCOC(C)=O.CCOC(C)=O.CCOC(C)=O.CCOC(C)=O.CCOC(C)=O
Frontier orbital gap: 10.030 eV
Max |F|: 3.47 eV Å⁻¹
HOMO: -9.70 eV
Net charge: 0